Run one
The following is a DFT calculation (ωB97M-V with the def2-TZVPD basis set) of the ion C6H10N with charge +1.

The calculation puts the frontier orbital gap at 11.5280 eV. The value obtained for the HOMO energy is -15.38 eV. As for the net charge: +1.

Each line ends with the Löwdin charge.
Geometry (Å):
1 N 0.281 -0.218 0.317  0.057
2 C -1.252 -0.107 2.258  -0.004
3 C 1.416 -0.610 -0.578  -0.030
4 C -0.008 -0.427 1.536  -0.068
5 C -0.645 0.237 -1.097  -0.023
6 C 0.572 -0.223 -1.786  -0.164
7 C 0.109 1.238 -1.802  -0.042
8 H 1.669 -1.612 -0.424  0.115
9 H -2.023 0.172 1.602  0.075
10 H -1.650 0.045 -1.020  0.121
11 H 0.674 -1.103 2.192  0.188
12 H 2.328 -0.031 -0.416  0.141
13 H -1.070 0.617 2.973  0.077
14 H 0.735 2.046 -1.256  0.161
15 H -0.245 1.788 -2.658  0.123
16 H -1.422 -1.045 2.865  0.131
17 H 0.531 -0.767 -2.706  0.143

Run two
The following is a DFT calculation (ωB97M-V with the def2-TZVPD basis set) of the ion C6H10N with charge +1.

The calculation puts the frontier orbital gap at 9.6546 eV. The value obtained for the HOMO energy is -14.47 eV. As for the net charge: +1.

Each line ends with the Löwdin charge.
Geometry (Å):
1 N 0.481 0.575 0.376  0.066
2 C 1.130 -0.967 -1.318  0.036
3 C 0.155 -0.417 -0.426  -0.235
4 C -1.230 -0.820 -0.465  0.002
5 C -2.901 0.228 1.160  0.098
6 C -2.074 -0.143 0.262  -0.041
7 C 1.825 1.111 0.455  -0.021
8 H 2.146 -0.673 -0.958  0.104
9 H 1.046 -2.045 -1.257  0.129
10 H 2.128 1.545 -0.449  0.079
11 H -3.035 -0.464 2.019  0.125
12 H -1.397 -1.561 -1.152  0.108
13 H -0.154 0.970 1.007  0.131
14 H 0.900 -0.648 -2.235  0.084
15 H 2.461 0.175 0.568  0.119
16 H 1.863 1.953 1.236  0.142
17 H -3.343 1.182 1.175  0.077

Run three
The following is a DFT calculation (ωB97M-V with the def2-TZVPD basis set) of a structure of composition C6H10N.

The calculation puts the frontier orbital gap (spin up / spin down) at 7.6935 / 7.7459 eV. The value obtained for the HOMO energy (spin up / spin down) is -12.71 / -12.80 eV. As for the net charge: +1.

Each line ends with the Löwdin charge.
Geometry (Å):
1 N 0.911 1.925 -0.087  0.174
2 C -1.725 -1.129 -0.070  0.190
3 C -1.428 1.162 0.418  0.096
4 C -0.013 0.769 0.384  -0.340
5 C 1.225 -1.464 -0.166  -0.088
6 C -2.250 -0.006 0.511  -0.132
7 C 0.050 -0.521 -0.522  -0.170
8 H 0.762 2.953 0.259  0.211
9 H 0.237 -0.249 -1.608  0.136
10 H 0.342 0.477 1.346  0.146
11 H -2.084 -2.046 -0.224  0.050
12 H -3.224 -0.189 0.914  0.104
13 H 1.177 -1.616 0.899  0.071
14 H 1.062 -2.489 -0.574  0.099
15 H 2.229 -1.206 -0.453  0.072
16 H 1.984 1.653 0.083  0.225
17 H 0.746 1.976 -1.109  0.155

Run four
The following is a DFT calculation (ωB97M-V with the def2-TZVPD basis set) of the ion C6H10N with charge +1.

The calculation puts the frontier orbital gap at 9.5854 eV. The value obtained for the HOMO energy is -13.26 eV. As for the net charge: +1.

Each line ends with the Löwdin charge.
Geometry (Å):
1 N -0.456 1.282 -0.174  0.191
2 C 1.295 -1.821 -1.356  0.046
3 C 0.711 -0.805 -0.776  -0.082
4 C 0.757 -0.732 -2.253  -0.167
5 C -0.065 0.086 0.465  -0.399
6 C -1.051 -0.371 1.406  -0.083
7 C 0.247 0.216 1.964  0.000
8 H 0.986 -0.170 2.678  0.124
9 H -0.646 2.019 0.569  0.187
10 H 2.002 -2.624 -1.592  0.125
11 H -1.061 -1.460 1.388  0.129
12 H -1.323 1.216 -0.790  0.222
13 H 0.103 1.419 2.124  0.150
14 H 1.487 0.008 -2.778  0.116
15 H 0.222 1.859 -0.688  0.188
16 H -0.165 -0.991 -2.875  0.105
17 H -2.061 0.089 1.610  0.148

The winner here is run two, beating the second structure by 0.0306 hartree.

Run one
The following is a DFT calculation (ωB97M-V with the def2-TZVPD basis set) of the ion C6H10N with charge +1.

The calculation puts the frontier orbital gap at 8.5519 eV. The value obtained for the HOMO energy is -13.81 eV. As for the net charge: +1.

Each line ends with the Löwdin charge.
Geometry (Å):
1 N 0.601 -0.565 -0.218  0.038
2 C -3.289 -0.752 -0.209  0.061
3 C 1.808 -1.116 0.330  -0.015
4 C -1.214 0.811 -0.153  0.031
5 C -2.207 -0.200 0.078  -0.022
6 C 1.377 1.601 -0.170  0.007
7 C 0.272 0.704 -0.143  -0.229
8 H 1.883 1.723 0.771  0.116
9 H -0.250 -1.130 0.010  0.155
10 H 2.640 -0.914 -0.295  0.097
11 H 1.239 2.647 -0.469  0.120
12 H 2.195 1.150 -0.758  0.117
13 H -3.280 -1.691 -0.871  0.154
14 H 1.961 -0.741 1.244  0.069
15 H -3.884 -1.092 0.615  0.093
16 H -1.720 1.737 -0.097  0.101
17 H 1.868 -2.173 0.336  0.105

Run two
The following is a DFT calculation (ωB97M-V with the def2-TZVPD basis set) of a structure of composition C6H10N.

The calculation puts the frontier orbital gap (spin up / spin down) at 7.1618 / 6.9279 eV. The value obtained for the HOMO energy (spin up / spin down) is -12.78 / -12.52 eV. As for the net charge: +1.

Each line ends with the Löwdin charge.
Geometry (Å):
1 N 1.513 0.223 -0.369  -0.115
2 C 2.629 -0.486 0.390  0.051
3 C 0.328 -0.581 -0.466  0.050
4 C -0.457 0.458 0.128  -0.240
5 C -1.792 0.650 0.248  -0.011
6 C -2.727 -0.465 0.078  -0.078
7 C 0.673 1.294 0.211  0.086
8 H 2.091 -0.788 1.376  0.151
9 H -2.082 1.641 0.310  0.111
10 H 1.755 0.650 -1.286  0.207
11 H 0.198 -1.120 -1.408  0.151
12 H -3.552 -0.594 0.987  0.165
13 H -2.410 -1.526 -0.119  0.100
14 H -3.571 -0.344 -0.601  0.080
15 H 0.829 2.292 -0.108  0.125
16 H 3.048 -1.286 -0.120  0.074
17 H 3.526 -0.020 0.748  0.094

Run three
The following is a DFT calculation (ωB97M-V with the def2-TZVPD basis set) of the ion C6H10N with charge +1.

The calculation puts the frontier orbital gap at 10.1404 eV. The value obtained for the HOMO energy is -14.31 eV. As for the net charge: +1.

Each line ends with the Löwdin charge.
Geometry (Å):
1 N 0.447 1.264 -0.718  0.220
2 C -0.521 0.231 -0.286  -0.422
3 C -1.891 0.262 -0.883  0.021
4 C 2.136 -1.357 1.224  0.152
5 C 1.102 -0.743 0.670  -0.266
6 C -0.186 -0.111 1.174  -0.019
7 C 0.730 -0.481 -0.716  0.093
8 H -0.105 0.730 1.859  0.133
9 H 1.098 -0.814 -1.670  0.154
10 H -2.289 1.275 -0.868  0.100
11 H 0.353 1.682 -1.634  0.161
12 H 2.928 -1.771 0.623  0.086
13 H -0.866 -0.845 1.600  0.140
14 H -1.882 -0.102 -1.908  0.097
15 H 2.196 -1.490 2.290  0.088
16 H -2.558 -0.369 -0.302  0.098
17 H 0.978 1.797 -0.039  0.162

The winner here is run three, beating the second structure by 0.0637 hartree.

Run one
The following is a DFT calculation (ωB97M-V with the def2-TZVPD basis set) of the ion C5H9N2S with charge +1.

The calculation puts the frontier orbital gap (spin up / spin down) at 7.8521 / 6.2868 eV. The value obtained for the HOMO energy (spin up / spin down) is -13.13 / -12.11 eV. As for the net charge: +1.

Each line ends with the Löwdin charge.
Geometry (Å):
1 S -0.194 -1.689 0.068  1.106
2 N 1.840 0.422 0.269  -0.050
3 N 2.421 1.593 0.152  0.100
4 C 2.381 -0.810 0.080  -0.181
5 C -2.987 -0.159 0.416  -0.057
6 C -0.489 -0.172 -0.445  -0.315
7 C -1.754 0.504 -0.380  -0.304
8 C 1.539 -1.838 -0.155  -0.326
9 H 3.509 -0.774 -0.111  0.161
10 H -3.747 0.533 0.379  0.047
11 H -1.959 0.904 -1.436  0.150
12 H 1.758 2.284 0.376  0.099
13 H -1.539 1.456 0.282  0.168
14 H 1.765 -2.825 -0.430  0.058
15 H 3.318 2.028 -0.262  0.190
16 H -2.585 -0.395 1.366  0.061
17 H -3.276 -1.062 -0.169  0.093

Run two
The following is a DFT calculation (ωB97M-V with the def2-TZVPD basis set) of the ion C5H9N2S with charge +1.

The calculation puts the frontier orbital gap at 6.3870 eV. The value obtained for the HOMO energy is -12.76 eV. As for the net charge: +1.

Each line ends with the Löwdin charge.
Geometry (Å):
1 S -2.008 1.526 -0.293  0.776
2 N -3.198 -0.839 0.039  0.085
3 N -0.996 -0.915 0.331  0.030
4 C 1.139 0.509 -0.015  0.013
5 C 1.706 1.680 0.511  0.035
6 C 0.914 -0.344 -1.181  -0.010
7 C 0.423 -0.755 0.152  -0.207
8 C -2.016 -0.069 -0.058  -0.902
9 H -3.151 -1.833 -0.189  0.114
10 H 1.712 -0.901 -1.744  0.168
11 H 1.574 2.564 0.013  0.109
12 H 1.042 -1.520 0.677  0.197
13 H 2.707 1.725 0.196  0.135
14 H -3.945 -0.427 -0.451  0.071
15 H 0.404 -0.070 -2.086  0.141
16 H -1.185 -1.600 1.028  0.140
17 H 1.400 1.954 1.468  0.105

The winner here is run two, beating the second structure by 0.0648 hartree.